Formula: C5H10O2
Source: the OMol25 dataset
Level of theory: ωB97M-V/def2-TZVPD

Geometry (Å):
1 H 5.71663 -1.19489 0.94436
2 O -2.15060 -1.28349 -0.09743
3 H 1.96620 -0.38877 -1.17382
4 H -3.86038 0.22607 1.22455
5 C -2.87102 0.66616 1.35322
6 C 1.15562 0.21474 -0.74029
7 H -0.36536 -0.85199 -1.69736
8 H 6.01099 -0.08091 -0.01989
9 C -2.16632 0.12093 0.13399
10 H -2.95230 1.73973 1.33477
11 H -2.42519 0.29533 2.36194
12 H 1.29228 1.21779 -0.37822
13 H -1.18742 -1.50026 -0.08491
14 C -1.29728 0.77036 -0.76846
15 H -1.53784 1.86287 -0.86043
16 O 5.77824 -0.26917 0.85744
17 C -0.10078 0.07719 -1.26698

## Properties
* calculated total energy: -9438.99970 eV
* SMILES string: C=C/C=C(/C)O.O
* relative energy (zero: lowest compared OMol25 entry of this formula, charge and spin): 93.24 kcal per mole
* LUMO level: 0.029 Eh


Formula: C5H11N3
Source: the OMol25 dataset
Level of theory: ωB97M-V/def2-TZVPD

Geometry (Å):
1 C 2.76538 0.94944 0.68196
2 N 2.40723 0.09865 1.62539
3 H -1.42746 0.80435 0.45308
4 H 1.77938 1.74077 -0.90166
5 C -1.18706 -0.82462 -0.91957
6 C 1.08608 -0.24329 1.46724
7 N 1.70780 1.14262 -0.08772
8 H 0.57752 -0.92886 2.10911
9 H -3.07431 -1.64284 -0.47711
10 H 3.70369 1.46590 0.57962
11 H 2.93431 -0.18798 2.44113
12 C -0.71617 0.47853 -0.26642
13 H -0.78990 -0.88538 -1.93511
14 N -2.70128 -0.88800 -1.05651
15 H -0.82486 -1.72431 -0.43086
16 H -0.75667 1.31438 -0.96514
17 C 0.63054 0.40102 0.37380
18 H -2.98798 -1.02773 -2.02538
19 H -3.12624 -0.04265 -0.66587

## Properties
* calculated total energy: -9817.86475 eV
* SMILES string: [NH3+]CCc1c[nH]c[nH+]1
* total charge: +2
* relative energy (zero: lowest compared OMol25 entry of this formula, charge and spin): 1.80 kcal per mole
* LUMO level: -0.244 Eh


Formula: C21H17N6O9W
Source: the OMol25 dataset
Level of theory: ωB97M-V/def2-TZVPD

Geometry (Å):
1 C 1.97055 -4.06113 1.59836
2 C -1.42360 2.41518 -2.07288
3 H 4.35452 0.10956 4.19800
4 C 1.33366 -2.70126 1.99598
5 C 3.07281 1.07787 2.77026
6 C 3.19638 -1.11113 -1.36763
7 C 1.48842 1.88261 0.99222
8 C 3.04622 -1.26994 3.20825
9 O 0.71737 1.58836 0.07921
10 C 2.03101 -1.41782 2.26262
11 H -2.13740 2.14933 -5.09872
12 C -0.83282 1.11881 -3.68885
13 N 3.94550 0.40110 -2.58760
14 H 1.91002 -4.87208 2.31556
15 O 1.80026 3.12021 1.27389
16 N 3.31025 -3.97677 1.09222
17 C 2.09162 0.84148 1.83213
18 O -0.46246 -2.12762 0.40504
19 C -1.67952 -1.00574 -2.59188
20 H 3.44055 2.07769 2.94728
21 O -2.42879 -1.91386 -2.43666
22 O -1.46738 0.23622 -0.15329
23 C 2.69353 0.74944 -2.31059
24 H -2.83256 0.21628 -3.88042
25 O -0.34391 -1.06298 -2.27423
26 H 1.33203 3.73426 0.68391
27 C -2.04662 0.35787 -3.14118
28 C -2.63046 0.73970 -0.61870
29 C -1.66615 3.32029 -3.27814
30 H 4.61117 0.87978 -3.17413
31 C 0.72846 -2.81035 0.61142
32 H -3.50322 1.74756 -2.24336
33 C 2.82014 -2.24106 -0.54797
34 C -2.52594 1.33117 -2.01295
35 C -1.29602 2.36868 -4.44362
36 O -0.25447 1.66491 -2.47634
37 N 1.57811 -0.36826 1.56319
38 H 0.54681 -2.86735 2.73285
39 H -1.00104 4.18187 -3.24486
40 H -0.49456 2.77658 -5.05641
41 N 4.28523 -0.77350 -2.00620
42 O -3.60934 0.80337 0.05791
43 N 1.48466 -2.18520 -0.40916
44 C 3.57184 -0.02071 3.46343
45 W 0.26845 -0.54132 -0.51264
46 N 2.17789 -0.17937 -1.52502
47 H -2.69047 3.68459 -3.32186
48 H 2.18389 1.62691 -2.67534
49 H -1.22941 2.91264 -1.12703
50 O 0.88621 -4.20853 0.61085
51 H 4.71258 -3.13690 -0.10903
52 C 3.65758 -3.15725 0.15340
53 H 3.40024 -2.14761 3.73165
54 H -0.09903 0.50023 -4.19655

## Properties
* calculated total energy: -51241.61640 eV
* total charge: +1
* relative energy (zero: lowest compared OMol25 entry of this formula, charge and spin): 67.46 kcal per mole
* multiplicity: 3
* LUMO level (alpha / beta): -0.163 / -0.177 Eh


Formula: C54H60I2N5O2TeTl
Source: the OMol25 dataset
Level of theory: ωB97M-V/def2-TZVPD

Geometry (Å):
1 H -0.24917 -0.04697 6.75578
2 H 0.00006 -0.71975 -1.98074
3 O -1.53914 0.09596 -0.05962
4 C 3.12150 3.27730 -0.67144
5 C -0.08145 -0.17948 -2.92412
6 H 3.54481 -3.17377 4.69016
7 C 3.13340 2.66561 0.72820
8 H -6.11291 4.31512 0.11026
9 H 1.04962 3.93288 -4.72008
10 H 3.96455 -1.58931 2.11896
11 C 1.94737 3.59832 -2.79613
12 N 1.40139 0.74663 -0.49344
13 C -4.21797 2.09162 0.35905
14 H 5.37690 -4.16910 3.50828
15 C 2.03914 -1.57031 0.30118
16 C 0.08522 -3.65069 1.75987
17 H -1.86030 -2.04930 5.56597
18 C -6.39818 3.38084 -3.62010
19 H -1.24370 -5.26406 2.20615
20 H -1.03961 0.46634 -0.79974
21 H -1.70361 0.16358 -4.34204
22 C 0.55922 -1.06424 -4.00185
23 H -2.94654 -0.70953 6.00295
24 H -0.35870 -2.29221 0.19602
25 H 0.70725 -4.29048 -0.83722
26 C -3.96549 0.87258 2.12111
27 C -8.48272 4.65110 -3.80021
28 H -3.48322 0.40687 2.96584
29 N -9.36861 5.03921 -4.42387
30 H 0.01340 -2.00721 -4.09309
31 C 3.45949 -2.07033 -1.47958
32 H 3.97049 -5.20572 3.20858
33 C -1.57035 0.02022 -3.26659
34 H -0.07065 1.73510 -4.72442
35 C 4.36373 -2.73102 -2.29571
36 H 2.18762 2.85552 1.23470
37 C -7.27407 4.51201 -1.67640
38 H 5.12378 -1.73801 3.44744
39 H 0.54041 -0.55988 -4.97157
40 C -2.79999 3.52629 -1.19382
41 C 1.51299 -4.51195 3.96949
42 H 3.30560 1.59307 0.68763
43 N -1.55278 3.37706 -0.60985
44 C -0.67841 -3.28388 0.50376
45 H 5.65637 -2.41860 -4.01499
46 H -0.87145 -3.97214 -1.54912
47 H -2.41290 0.50787 -0.08741
48 H 0.79302 -1.11515 5.78480
49 C -2.41921 -1.19645 5.18453
50 C 3.59248 -0.02571 -2.67864
51 H -2.61781 -4.19493 0.97126
52 H 4.76564 2.06335 -1.38569
53 C 2.02421 -3.44269 3.22879
54 H 2.06808 1.37156 2.93644
55 H -6.34434 1.51265 -0.02636
56 H -3.53202 4.88117 -2.82967
57 H 1.06822 0.63436 5.76695
58 C 4.63910 -4.09064 -1.97005
59 H 4.52988 -4.08269 1.96092
60 C 1.40410 1.52694 -1.64409
61 C -6.20160 4.05914 -0.93726
62 C 4.05930 -1.75694 3.18956
63 C -0.34800 -4.73141 2.50843
64 O 1.38692 0.79683 3.30091
65 H 2.47055 4.55109 -2.80310
66 C 0.33088 -5.14538 3.64626
67 H 3.93293 3.13034 1.31542
68 H 3.32227 1.00104 -2.88406
69 C 0.64103 1.15664 -2.79650
70 H -0.67625 -5.28288 -0.36700
71 C 4.52360 3.12299 -1.28492
72 C -0.76154 4.25466 -1.19776
73 H -2.67509 -2.86148 -0.18699
74 C -5.31049 2.96654 -2.87945
75 C 3.03389 -0.74036 -1.64588
76 H -1.98908 0.89463 -2.76315
77 C 4.54813 -0.65941 -3.51569
78 C -2.71918 4.53054 -2.21507
79 C 2.83731 -2.61721 -0.32659
80 H 3.56969 -0.94587 3.72021
81 C 4.92414 -1.96674 -3.35337
82 H -6.01095 -0.00142 2.17774
83 H 5.27744 3.59499 -0.64876
84 C 0.31203 -0.14151 5.82770
85 H 5.33405 -4.66596 -2.57222
86 C 0.52894 2.02793 -3.86884
87 H -4.53865 2.36221 -3.33861
88 H -2.44479 -2.51720 1.51763
89 H 2.08923 -4.87341 4.81829
90 C 4.39282 -4.21465 3.03280
91 H -0.99906 5.75461 -2.83431
92 C 3.47956 -3.10865 3.59500
93 C 1.16255 3.25920 -3.87903
94 C 1.25636 -2.91443 2.14915
95 C -5.19081 3.30010 -1.52982
96 C -5.29075 0.64721 1.70493
97 I -1.92214 2.23396 5.31172
98 C -0.35961 -4.26803 -0.62876
99 C -2.18947 -3.21965 0.72277
100 C -7.38497 4.17672 -3.03051
101 N -3.30835 1.71969 1.33674
102 N 1.54136 -1.68188 1.58279
103 H 1.37635 -0.11927 2.67008
104 C -5.45960 1.42741 0.58450
105 H 2.92803 4.35164 -0.54999
106 H 4.99330 -0.07839 -4.31666
107 H 4.57255 3.57852 -2.27477
108 H 0.26761 4.35503 -0.88940
109 C 4.01285 -4.65310 -0.88795
110 H -6.49586 3.09967 -4.66053
111 H -2.14460 -0.86160 -2.97549
112 Te -1.00379 0.06102 4.15857
113 H -3.14524 -1.56934 4.46179
114 C 3.11653 -3.94420 -0.05082
115 H -8.03233 5.13718 -1.22358
116 C 2.06327 -0.43218 -0.54780
117 I -2.93646 4.65503 6.87346
118 H 2.65911 -4.46192 0.78028
119 H -0.04888 -5.95830 4.25476
120 Tl -0.59806 2.08627 1.36930
121 C -3.98458 2.93070 -0.75098
122 H 4.21281 -5.69321 -0.64901
123 C -1.42758 4.98848 -2.20789
124 H 1.59244 -1.29497 -3.75728
125 C 2.09430 2.76407 -1.68845

## Properties
* calculated total energy: -96706.70049 eV
* total charge: -2
* relative energy (zero: lowest compared OMol25 entry of this formula, charge and spin): 35.12 kcal per mole
* LUMO level (alpha / beta): 0.111 / 0.111 Eh